(1)
The following is a DFT calculation (ωB97M-V with the def2-TZVPD basis set) of a cluster of 10 separate species, C31H89N11O10 in total in a non-equilibrium geometry.

Values from the calculation:
molecular weight: 776.120 g/mol
E: -70449.8778 eV
SMILES string: COC[C@H](C)N.COC[C@H](C)N.COC[C@H](C)N.COC[C@H](C)N.COC[C@H](C)N.COC[C@H](C)N.COC[C@H](C)N.NC(N)=O.NC(N)=O.CO

Geometry (Å):
H (15.1910, 13.9299, -0.9863)
C (20.9084, 16.7675, 0.3408)
H (18.3422, 18.8361, -4.1485)
H (19.8108, 9.6225, 3.2418)
H (16.7855, 13.3744, -8.5108)
C (14.4113, 14.3305, -8.6717)
H (17.0013, 8.5125, 3.7841)
C (18.3032, 12.5220, -6.1401)
H (14.3919, 11.0879, -0.5886)
C (24.6734, 17.4805, -1.1015)
O (21.0682, 12.7046, 3.6365)
H (14.6385, 9.0013, 5.1054)
O (20.2125, 10.8496, -0.3472)
H (12.1919, 11.7923, -2.9251)
C (22.2072, 18.0239, -1.1472)
H (20.8354, 15.8959, 0.9912)
C (19.4176, 13.4006, 5.2913)
C (13.9388, 12.5905, -2.0736)
H (24.1794, 18.3716, -3.5846)
H (16.3544, 9.7709, -2.9671)
C (14.1317, 13.8037, -1.2102)
C (18.7475, 13.7755, -0.8333)
H (14.2886, 12.9067, -3.0564)
O (16.4493, 14.6739, 2.7232)
H (19.1360, 12.3563, 5.1562)
C (20.1252, 15.7384, -4.4520)
C (15.5977, 13.5120, 2.6308)
H (14.2711, 10.4811, -2.1560)
C (22.1655, 13.0510, 2.8642)
H (18.1695, 16.9825, -0.1122)
H (18.0262, 11.5042, -5.8657)
N (12.4765, 12.4537, -2.2169)
H (17.6962, 9.6275, 4.9718)
C (22.4138, 15.8160, -5.1787)
N (21.7144, 9.5910, 0.6357)
H (18.8702, 15.4009, 5.7769)
H (19.0176, 11.8687, -1.5444)
C (18.3651, 14.4455, 5.6352)
O (18.4711, 14.9445, -1.0625)
H (20.5178, 16.0599, -3.4874)
H (22.8936, 15.9797, -6.1436)
H (23.2480, 16.8767, -2.5144)
H (15.8907, 12.1796, -7.6032)
H (14.9000, 14.9299, -9.4398)
H (16.2263, 19.0779, 3.8686)
H (18.1478, 15.9917, -2.8287)
C (14.6549, 11.3457, -1.6145)
C (17.3344, 18.7170, -0.3765)
H (22.6181, 9.1540, 0.5239)
H (22.6535, 16.4307, -4.3110)
C (16.2461, 13.2098, -7.5781)
H (25.0152, 18.3501, -0.5401)
H (14.6601, 13.4356, 3.1815)
N (17.8869, 17.0389, 3.2584)
H (17.6115, 9.8422, 0.7330)
H (17.8080, 10.2029, -2.0484)
H (17.8749, 14.0898, 6.5414)
O (15.8266, 10.3289, 4.1551)
H (13.4840, 14.8630, -8.4604)
H (14.7066, 18.3261, 3.3800)
H (18.5415, 16.8122, -5.6182)
H (16.5227, 9.4842, -1.1951)
O (20.9834, 16.1200, -5.5050)
H (25.5304, 17.1686, -1.6984)
H (13.7793, 14.6745, -1.7631)
H (15.9360, 18.6151, 2.1352)
H (16.1265, 12.8000, -4.7408)
H (21.8311, 13.6974, 2.0527)
N (20.3172, 13.4624, 6.4862)
H (16.9932, 19.5350, 0.2580)
C (17.7883, 10.2748, 2.8674)
H (21.1040, 17.6014, 1.0149)
H (19.1690, 18.0131, -2.8769)
N (21.6928, 9.7751, -1.5243)
H (17.7018, 14.7523, 4.8265)
H (15.2069, 10.5146, 6.0933)
C (14.8460, 10.0696, 5.1660)
H (22.2651, 18.9432, -0.5645)
H (19.9964, 17.1294, -0.1338)
H (19.8140, 14.6938, -4.4515)
H (16.3403, 16.6704, 4.4547)
N (17.7860, 16.1039, -3.7650)
H (24.4993, 16.7374, -0.3233)
H (22.4925, 14.7651, -4.9003)
H (19.5711, 10.1909, 1.8874)
H (12.0841, 11.9436, -1.4385)
H (13.8787, 10.5145, 4.9325)
C (21.1489, 10.0910, -0.3934)
C (15.7781, 18.3588, 3.1828)
N (16.5654, 13.6363, -5.0986)
H (19.0998, 12.3097, 0.2301)
H (16.2161, 9.5194, 1.6903)
H (18.0668, 11.3054, 3.0877)
H (19.9579, 18.5461, -4.4909)
H (17.8066, 16.1137, 2.8615)
O (22.0623, 16.7710, -0.4769)
C (19.1184, 18.0938, -3.9628)
N (19.0710, 9.6205, 2.5541)
H (21.2355, 13.0450, 6.4347)
H (17.5216, 14.4907, -6.8061)
H (21.3039, 18.1255, -1.7488)
O (16.0848, 11.4424, -1.8602)
H (22.9987, 19.3001, -3.1901)
H (16.7333, 18.4513, -1.2462)
H (18.6905, 13.7887, 1.2213)
C (20.1710, 13.7882, 3.9752)
C (15.6864, 15.9031, 2.6713)
H (15.7758, 14.2647, -5.1415)
C (23.4921, 17.7757, -1.9485)
C (16.7189, 10.1691, -2.0201)
H (20.6796, 14.7384, 4.1385)
O (17.6821, 17.6318, 0.4002)
H (18.0656, 17.6570, 2.4799)
H (22.3641, 9.0235, -1.5921)
H (14.0400, 13.3557, -8.9880)
C (17.1858, 13.5190, -6.4440)
H (22.5889, 12.1434, 2.4339)
H (18.1935, 19.2413, -0.7949)
H (17.5383, 15.2256, -4.1978)
H (19.7868, 13.1556, 7.2891)
O (15.2224, 14.1919, -7.4751)
H (15.6719, 16.0929, 1.5980)
N (23.8283, 18.8860, -2.7895)
H (13.7458, 13.9250, -0.1980)
H (15.3192, 13.3866, 1.5845)
C (16.4781, 17.0271, 3.4339)
N (18.8464, 12.8417, -1.7539)
N (18.9033, 13.2906, 0.3687)
H (18.6195, 12.9782, -2.7286)
H (21.1023, 9.5520, 1.4381)
H (21.2761, 10.1609, -2.3595)
H (16.5654, 11.1845, 1.2911)
H (19.0190, 13.0115, -5.4796)
H (16.1507, 12.6298, 2.9532)
H (14.7178, 15.6248, 3.0867)
C (17.0586, 9.5570, 4.0905)
H (18.8454, 12.3993, -7.0777)
H (19.4587, 14.1308, 3.2247)
C (18.8648, 16.7035, -4.5830)
C (17.0277, 10.2361, 1.5649)
H (22.8277, 13.5606, 3.5640)

(2)
The following is a DFT calculation (ωB97M-V with the def2-TZVPD basis set) of a cluster of 15 separate species, C31H92O15 in total in a non-equilibrium geometry.

Values from the calculation:
molecular weight: 705.062 g/mol
E: -64349.1340 eV

Geometry (Å):
O (-0.8346, -4.5531, 2.7277)
H (-5.9460, -3.3325, -4.7328)
O (-4.5146, -1.8938, 0.3405)
H (-1.9333, 3.4794, -4.3197)
H (1.8411, -3.3850, -4.2314)
O (-1.2141, 0.3633, -0.8824)
H (3.4231, -0.2022, -4.3130)
H (0.6265, 1.1569, -5.5272)
C (0.1598, 5.7216, 2.7911)
H (-4.3479, -2.5080, 2.3350)
H (-1.0771, -3.3062, -5.1970)
C (6.3330, 0.5035, 1.2716)
H (1.8378, -3.5695, 5.4205)
C (-2.4770, 0.6963, 2.7575)
C (0.1159, -0.0373, -0.5135)
H (0.6508, -4.5287, -1.2547)
H (-4.2432, -1.0009, 0.5889)
H (1.7197, -1.9163, 6.0305)
H (-0.6067, -0.3106, -4.5059)
C (0.1172, 1.9908, -5.0391)
H (3.9060, 1.6764, 1.9015)
H (6.8058, -0.3691, 0.8145)
H (-0.4204, -0.7507, 6.1197)
H (0.1084, -4.4982, -5.8539)
H (4.5962, -2.8333, 2.3089)
H (5.0654, 2.9298, 1.4362)
H (-0.0065, -0.0030, 1.6902)
H (-1.2926, 0.2582, -1.8377)
H (-2.4289, -0.2328, 3.3340)
H (0.7696, 1.9657, 4.1635)
O (-3.5078, 5.6995, 0.1290)
C (-3.2221, -2.1556, -2.9828)
O (-5.4361, -2.6537, -2.1061)
C (-0.1568, -2.7764, 5.4029)
H (-0.6449, 5.5417, 4.5642)
H (4.8758, 1.2251, -3.5588)
H (1.9688, -3.0599, -6.7087)
H (-2.6477, -3.0734, -2.8238)
O (-1.2080, 0.2508, -3.9906)
H (0.5856, -4.9583, 1.2840)
H (-4.9388, 3.8573, 1.2738)
C (0.1004, -0.6907, 0.8452)
H (0.0496, 7.6651, 3.7937)
C (5.3251, 1.1446, 0.3198)
H (0.4836, -0.7540, -1.2569)
H (5.8251, 0.1003, 2.1513)
O (4.3454, 0.8826, -2.8348)
H (-1.8932, -1.4169, 5.4189)
H (4.3358, 0.3296, -1.1176)
C (-4.0113, -2.7741, 1.3271)
H (-5.0849, -1.4197, -3.6476)
C (4.4291, 2.1240, 1.0601)
H (3.9277, -2.3150, 3.8849)
H (-4.1689, -3.5603, -5.0395)
C (3.1348, 0.4791, -3.5097)
H (-3.0555, -1.3898, -2.2274)
H (-0.6188, -3.6734, 3.0879)
O (1.4891, 0.0053, 3.7858)
H (-0.2746, -4.5125, -4.1322)
C (-3.4883, 4.3059, -0.2241)
C (-4.6910, -2.3841, -3.2902)
H (-3.1807, 2.3152, -3.9476)
O (0.0362, -2.3377, 4.0033)
C (-4.8262, 3.7074, 0.1977)
H (2.6791, 1.3421, -4.0039)
C (0.9941, 1.2021, -0.5285)
H (-2.1089, 3.9071, 1.4270)
C (1.5199, -2.3099, -6.0616)
H (1.1380, -3.2911, 7.0172)
H (-1.3776, 3.8549, -0.1390)
H (1.9649, 4.5531, 2.6595)
C (-0.4666, -4.6805, 1.3762)
H (0.2976, -2.1392, -3.0741)
H (-3.2545, 5.8381, 1.0455)
C (-2.2991, 3.5969, 0.3926)
H (-2.2780, 0.4898, 0.8842)
H (0.6499, -1.9398, -6.6243)
C (-1.0128, -1.6649, 6.0012)
H (-2.7605, -1.7446, -3.8900)
C (-4.9662, -3.4925, -4.2973)
H (2.3608, 0.0582, -2.8759)
C (1.6005, 1.4107, 3.7302)
O (-0.2687, 4.9543, 3.9022)
H (-4.8621, -4.4126, -3.7163)
H (0.8911, 1.8311, -1.4162)
H (3.8659, -1.0155, 1.3986)
H (0.5573, -1.5167, 4.0582)
H (0.7419, 3.9903, 1.5798)
H (7.1239, 1.1764, 1.6042)
H (-3.0726, 1.3816, 3.3703)
C (3.7471, -2.3670, 2.8105)
H (1.7344, 1.7544, 2.7004)
H (-2.9157, -2.7469, 1.3365)
O (0.9999, -3.6500, -1.4249)
H (2.1099, -1.4108, -5.8920)
H (-1.1246, -5.4051, 0.8945)
H (-1.2572, -1.9307, 7.0391)
H (2.0432, 0.9099, -0.4167)
C (-0.1682, -3.8680, -5.0047)
O (3.5387, -1.0507, 2.3074)
H (0.2077, 2.8852, -5.6560)
C (1.0103, -2.9151, -4.7685)
H (3.7244, 2.5377, 0.3350)
H (1.0834, 7.6353, 2.3619)
H (1.5986, 5.5235, 1.2242)
H (-1.7396, 2.4692, -2.8868)
C (0.7543, 7.0554, 3.2273)
H (-5.6618, 4.1795, -0.3106)
C (2.1003, -3.4528, -0.5695)
H (-4.3384, -3.7953, 1.1471)
H (2.8233, -4.2794, -0.6306)
H (-1.4950, 1.1727, 2.7298)
O (4.5570, 0.0423, -0.2141)
H (2.4812, 1.7109, 4.3109)
H (0.5973, 2.2959, -4.1030)
H (1.6697, 6.8875, 3.8054)
H (-3.3444, 4.3168, -1.3065)
O (0.5456, -1.8388, -3.9557)
H (-4.7775, 2.6301, 0.0173)
H (1.8035, -3.5422, 0.4800)
C (1.1596, 4.9041, 2.0059)
H (-0.6552, -3.7284, 0.8666)
H (5.8669, 1.6382, -0.4905)
H (0.7346, 1.8792, 0.2930)
C (1.2226, -2.8855, 6.0046)
H (2.8743, -3.0208, 2.6982)
O (-3.0383, 0.4300, 1.4785)
H (2.2196, -0.3695, 3.2592)
H (2.6672, -2.5301, -0.6659)
H (-0.7570, -3.6811, 5.3355)
H (-5.0126, -2.2263, -1.3382)
C (-2.1058, 2.4778, -3.9178)
H (-0.6948, -1.4318, 0.9160)
H (-2.3845, 2.5147, 0.3635)
H (-0.6458, 6.0282, 2.1031)
H (1.0863, -1.1054, 1.0742)
H (-1.8148, 1.2514, -5.6387)
C (-1.2769, 1.4834, -4.7094)